Entry 1:
Here is an isolated ion of composition C14H25IN5OS and charge +1 from the OMol25 dataset. Energies are from ωB97M-V/def2-TZVPD.

Cartesian coordinates (Å):
C (-1.8701, 3.0302, -4.7657)
O (-2.7150, 1.9364, -4.3557)
C (-2.6127, 1.7838, -2.9307)
C (-3.9518, 2.1769, -2.1495)
C (-3.7023, 3.0151, -0.8211)
C (-3.5260, 2.0884, 0.4854)
C (-2.6268, 0.8089, 0.2062)
C (-2.1087, 0.0722, 1.5101)
C (-1.5663, -1.3790, 1.0643)
C (0.0195, -1.4106, 1.0594)
C (0.6370, -2.7473, 0.4311)
C (2.2292, -2.4942, 0.3365)
C (2.8075, -2.7888, 1.7815)
C (4.3477, -2.5549, 1.9480)
N (5.1445, -3.5265, 2.6106)
N (6.3954, -3.0557, 2.6302)
N (6.4029, -1.8752, 2.0412)
N (7.4795, -1.0207, 1.8369)
C (7.4839, -0.1803, 2.8434)
S (7.0813, 1.0880, 3.7961)
N (5.1883, -1.4787, 1.5853)
I (4.6232, 0.2530, 0.6419)
H (-0.8256, 2.9885, -4.3240)
H (-1.7545, 2.9883, -5.8827)
H (-2.3518, 3.9863, -4.3983)
H (-2.4164, 0.6880, -2.7281)
H (-1.7349, 2.3481, -2.4772)
H (-4.5858, 1.2605, -1.9758)
H (-4.5289, 2.8555, -2.8590)
H (-4.6316, 3.6491, -0.6625)
H (-2.8425, 3.7474, -0.9057)
H (-4.5786, 1.8115, 0.8041)
H (-3.0501, 2.7343, 1.2879)
H (-1.7333, 1.1703, -0.4035)
H (-3.2258, 0.1234, -0.4635)
H (-1.2786, 0.7070, 1.9542)
H (-2.9299, -0.0484, 2.2694)
H (-1.9962, -2.1782, 1.7387)
H (-1.8908, -1.5371, -0.0152)
H (0.3753, -0.5206, 0.4427)
H (0.3687, -1.2251, 2.1210)
H (0.1750, -2.9718, -0.5679)
H (0.4352, -3.5660, 1.1921)
H (2.6629, -3.1575, -0.4753)
H (2.3408, -1.4314, -0.0137)
H (2.1961, -2.2654, 2.5847)
H (2.6411, -3.8979, 1.9724)

Atomic forces in eV per Å
C -0.069 0.384 -0.134
O 1.342 0.729 0.927
C -0.532 -1.010 1.193
C 0.437 1.112 -0.750
C -0.695 -0.560 0.511
C 0.120 0.592 -0.620
C -0.303 0.967 0.129
C -0.002 -0.447 -1.033
C 0.499 0.740 -0.052
C -0.663 -0.018 -0.408
C 0.587 1.257 1.319
C -1.284 -0.469 -0.353
C 0.467 -0.281 -0.603
C 1.151 -0.764 1.048
N -0.292 3.186 -1.834
N -1.206 1.035 -0.751
N -0.592 -0.527 -0.125
N 0.693 1.685 3.294
C -1.955 2.219 -0.452
S 1.754 -3.776 -2.380
N -2.222 -3.465 1.228
I 0.503 -0.118 0.189
H -1.125 -0.216 -0.362
H -0.389 0.212 1.118
H 0.630 -0.732 -0.718
H -0.081 1.058 -0.306
H -1.000 -0.450 -0.775
H 0.630 1.016 -0.041
H 0.638 -0.919 0.783
H 1.136 -0.678 -0.063
H -0.799 -0.987 -0.172
H 1.350 0.059 -0.112
H -0.636 -0.843 -0.734
H -0.943 -0.607 0.734
H 0.727 0.522 0.839
H -0.962 -0.840 -0.318
H 0.774 0.250 -0.767
H 0.549 0.752 -0.881
H 0.199 -0.113 1.450
H -0.422 -1.002 0.669
H -0.205 -0.352 -1.118
H 0.515 0.166 1.046
H 0.161 0.616 -1.253
H -0.194 0.626 1.231
H 0.095 -1.079 0.535
H 1.074 -0.284 -0.994
H 0.540 1.353 -0.134

Its energy is -1592.8279 a.u. The gap between HOMO and LUMO is 5.482 eV. The SMILES is COCCCCCCCCCCCc1nnn(N=C=S)[n+]1I. Its LUMO energy is -5.674 eV. Its charge is +1.



Entry 2:
Here is C14H25N2OPdS3SbSi2 as an isolated structure from the OMol25 dataset. Energies are from ωB97M-V/def2-TZVPD.

Cartesian coordinates (Å):
Pd (0.8189, 0.7189, -0.2356)
S (3.6656, 3.8782, -3.2573)
Sb (3.4238, 3.0622, -1.1697)
S (0.8181, 3.1253, -0.3981)
S (2.7460, 0.7839, -1.4524)
C (2.2960, -2.7700, -2.5392)
Si (0.6635, -1.9502, -2.1359)
C (0.2186, -0.6456, -3.3894)
C (-0.7080, -3.2402, -2.2207)
N (0.6461, -1.2587, -0.5154)
C (0.3177, -1.8974, 0.6101)
C (0.4995, -3.2903, 0.8183)
C (0.1108, -3.8849, 1.9849)
C (-0.4852, -3.1138, 3.0062)
C (-0.6696, -1.7685, 2.8565)
C (-0.2776, -1.0885, 1.6621)
N (-0.4292, 0.2145, 1.4131)
Si (-1.0629, 1.4894, 2.4476)
C (-2.2932, 2.4873, 1.4734)
C (0.3598, 2.5149, 3.1097)
C (-2.0153, 0.9323, 3.9808)
H (2.2551, -3.2335, -3.5289)
H (2.5404, -3.5468, -1.8106)
H (3.1010, -2.0342, -2.5336)
H (0.0490, -1.1171, -4.3625)
H (1.0032, 0.1018, -3.4916)
H (-0.7016, -0.1359, -3.0906)
H (-0.8005, -3.6075, -3.2464)
H (-1.6645, -2.7940, -1.9384)
H (-0.5377, -4.0985, -1.5714)
H (0.9981, -3.8640, 0.0484)
H (0.2779, -4.9436, 2.1397)
H (-0.7845, -3.5938, 3.9302)
H (-1.1126, -1.2073, 3.6598)
H (-1.8916, 2.8296, 0.5231)
H (-2.6274, 3.3526, 2.0529)
H (-3.1681, 1.8695, 1.2530)
H (0.7280, 3.2312, 2.3783)
H (1.1929, 1.8711, 3.4020)
H (0.0296, 3.0645, 3.9960)
H (-2.8194, 0.2309, 3.7500)
H (-2.4728, 1.8312, 4.4056)
H (-1.3810, 0.4975, 4.7551)
C (0.1367, 3.6935, -3.0959)
C (-0.3433, 3.1107, -1.8031)
O (-1.4387, 2.6441, -1.6580)
H (-0.6174, 3.5147, -3.8600)
H (1.1021, 3.2687, -3.3789)
H (0.3038, 4.7659, -2.9731)

Atomic forces in eV per Å
Pd 0.055 0.451 0.128
S 0.076 0.067 -0.072
Sb -0.148 0.132 0.207
S -0.112 -0.036 0.127
S 0.130 -0.392 -0.453
C 0.015 0.017 -0.006
Si -0.089 -0.080 0.084
C -0.006 0.021 0.005
C 0.038 -0.020 0.003
N 0.150 -0.152 -0.077
C -0.061 0.075 -0.063
C -0.003 0.008 0.016
C 0.015 -0.044 -0.012
C -0.019 0.013 0.044
C 0.015 -0.029 -0.057
C -0.017 -0.002 0.104
N -0.084 0.118 0.152
Si 0.036 -0.087 -0.001
C -0.011 0.012 -0.023
C -0.014 -0.023 0.000
C -0.020 -0.008 0.016
H 0.004 0.000 -0.002
H 0.004 -0.001 -0.007
H 0.001 0.018 0.007
H -0.010 -0.013 0.009
H 0.017 0.018 -0.014
H 0.010 -0.002 0.000
H 0.007 0.013 -0.012
H 0.001 0.017 0.004
H -0.026 -0.023 -0.023
H -0.008 -0.006 -0.001
H 0.006 -0.001 -0.013
H -0.003 0.006 0.002
H -0.006 0.016 0.022
H -0.014 0.003 0.017
H 0.012 -0.004 0.021
H -0.012 0.005 0.006
H 0.020 0.016 -0.025
H -0.012 -0.013 0.007
H 0.010 0.016 -0.006
H -0.006 -0.006 0.008
H -0.011 0.006 -0.016
H 0.002 0.007 0.015
C -0.002 0.079 0.069
C 0.302 -0.116 -0.163
O -0.241 -0.055 -0.031
H -0.006 0.018 -0.016
H -0.016 -0.017 0.005
H 0.031 -0.020 0.014

Its energy is -2875.1563 a.u. As for the spin multiplicity: 2. The gap between HOMO and LUMO (alpha / beta) is 6.923 / 5.883 eV. For the energy above the lowest of the compared OMol25 structures with the same formula, charge and spin, the calculation gives 0.0 kJ/mol. Its LUMO energy (alpha / beta) is 2.611 / 1.325 eV. Its charge is -1.